# 1
# C24H48Cl12O6S3

9 unconnected molecules or ions with the total composition C24H48Cl12O6S3 (wB97M-V/def2-TZVPD, the OMol25 dataset).

XYZ file:
```
93
Properties=species:S:1:pos:R:3:forces:R:3:mulliken_charge:R:1
O 1.331696 -4.055148 -4.361953 -0.28 0.52 0.41 -0.71
S 1.757777 -3.215375 -3.258029 2.01 -0.38 -1.97 1.08
O 1.094825 -3.284130 -2.000001 -0.51 -0.28 1.25 -0.53
C 3.582869 -3.492737 -3.104134 -0.18 1.04 0.06 -0.81
C 4.177707 -2.048303 -3.178636 -0.37 -1.00 1.48 0.01
C 3.355003 -1.245388 -4.135231 -1.81 0.23 -1.79 -0.77
C 1.869374 -1.474766 -3.743017 0.59 -0.90 1.09 0.07
H 4.020915 -4.040248 -3.938662 -0.70 -0.24 -0.12 0.34
H 3.730537 -4.068801 -2.190654 0.18 0.32 0.10 0.41
H 3.978274 -1.527298 -2.242221 0.34 -0.23 0.51 -0.22
H 5.258620 -2.113153 -3.303272 -0.12 0.31 -0.38 0.43
H 3.378862 -1.531927 -5.186623 0.78 -0.07 -0.10 0.36
H 3.523645 -0.171160 -4.059741 0.29 -0.07 -0.10 0.25
H 1.039487 -1.398247 -4.445531 0.39 0.74 -0.15 0.51
H 1.753319 -0.944224 -2.797948 -0.74 0.12 -0.11 -0.40
O -2.495188 1.190725 -3.671532 1.39 0.43 -0.07 -0.66
S -1.383323 1.925687 -4.267276 1.08 1.23 -2.42 1.10
O -0.017786 1.392110 -4.478826 -1.87 0.11 1.11 -0.56
C -1.931283 2.556490 -5.984952 -0.90 -0.32 1.71 -0.80
C -1.650121 4.049257 -6.002630 2.03 -0.16 -0.80 -0.60
C -1.879343 4.573886 -4.613277 -2.20 -0.30 0.64 -0.85
C -1.214228 3.644876 -3.552873 0.06 0.12 -1.17 -0.36
H -3.003954 2.421772 -5.845933 -0.20 -0.10 -0.39 0.35
H -1.584429 1.912574 -6.793141 0.31 0.18 0.28 0.43
H -0.615591 4.247011 -6.283257 0.36 -0.30 -0.04 0.28
H -2.190328 4.586356 -6.782248 -0.50 -0.13 0.26 0.39
H -2.966535 4.508594 -4.570167 -0.37 -0.27 0.80 0.33
H -1.775199 5.653014 -4.500464 0.95 -0.15 0.17 0.41
H -1.584724 3.656716 -2.527840 -0.19 0.12 -0.24 0.49
H -0.156478 3.904769 -3.594206 0.17 -0.46 0.32 0.12
O 1.934803 -0.007968 -0.538949 -1.37 0.43 1.52 -0.17
S 0.875265 0.236641 0.475679 -0.99 -0.37 -0.40 0.23
O 1.227264 0.750423 1.806313 -0.03 -0.45 -1.39 -0.37
C -0.507091 1.277708 -0.213756 -0.24 -1.51 0.78 -0.36
C -1.815200 0.466955 0.142602 -0.99 2.53 1.02 -0.22
C -1.521310 -0.939390 -0.105856 1.09 -0.90 -1.58 -0.53
C -0.260938 -1.244715 0.698263 0.58 0.27 -0.40 0.06
H -0.447298 1.173406 -1.297114 0.41 0.57 -0.05 -0.13
H -0.380966 2.267359 0.225326 -0.19 -0.01 -0.32 0.56
H -2.235362 0.610943 1.138005 0.63 0.36 0.48 -0.39
H -2.631364 0.827438 -0.483525 0.12 0.05 -0.39 0.65
H -1.365627 -0.865151 -1.182121 0.80 -0.99 -0.38 0.13
H -2.314217 -1.684754 -0.043859 -0.02 0.27 0.73 0.17
H 0.268625 -2.151750 0.406771 0.02 0.08 0.08 0.64
H -0.516312 -1.221117 1.757664 0.20 -0.14 -0.01 -0.38
Cl -3.285423 -1.646018 3.404329 -0.02 -0.38 0.07 -0.07
C -4.561032 -2.907023 3.319418 -0.73 0.90 0.29 -0.70
C -4.722904 -3.423069 1.898372 1.16 -1.65 1.75 -0.39
Cl -4.924353 -2.258307 0.650507 -0.44 0.66 -0.57 -0.13
H -5.454370 -2.447983 3.742900 -0.07 0.14 -0.31 0.32
H -4.315477 -3.705339 4.019772 0.30 -0.11 -0.33 0.39
H -5.478226 -4.208937 1.895491 -0.35 0.35 -0.21 0.38
H -3.783560 -3.960780 1.769516 0.09 0.06 -0.71 0.22
Cl 2.737994 3.879884 0.243052 0.29 -0.33 0.21 -0.19
C 3.845365 3.076300 -0.945398 -0.47 1.05 0.51 -0.27
C 3.178798 3.161724 -2.269020 0.09 0.18 -1.17 -0.01
Cl 3.221912 4.859035 -2.926613 -0.06 -0.38 0.21 -0.20
H 4.052412 2.054682 -0.626759 -0.12 0.15 0.00 0.02
H 4.726978 3.715140 -0.997732 0.17 -0.39 0.32 0.50
H 2.125260 2.882445 -2.281822 0.28 -0.28 0.06 -0.07
H 3.781119 2.589487 -2.974620 -0.34 -0.14 -0.14 0.25
Cl -0.982819 2.850374 3.468874 -0.08 0.37 -0.17 -0.13
C 0.744923 3.357088 3.518102 -0.36 -0.59 -0.17 0.08
C 1.418755 2.619032 4.655073 0.41 0.52 -0.06 -0.33
Cl 1.016743 3.289383 6.305511 0.24 -0.33 -0.94 -0.22
H 0.814260 4.444877 3.515733 -0.14 -0.13 0.52 0.44
H 1.166898 3.023311 2.570134 0.06 -0.21 0.17 -0.40
H 2.487154 2.711028 4.459737 0.12 0.11 0.53 0.37
H 1.188864 1.553564 4.650137 -0.23 0.23 0.03 0.12
Cl 0.103275 -2.860936 3.735388 -0.36 -0.44 0.84 -0.03
C -0.377758 -4.522838 4.247775 0.59 -1.12 -0.89 -0.75
C 0.572938 -5.204205 5.290621 -1.10 0.60 -1.33 -0.24
Cl 0.007843 -4.691156 6.874235 0.23 0.17 0.78 -0.19
H -0.423047 -5.035912 3.287144 0.82 -0.37 0.01 0.32
H -1.423548 -4.659741 4.522849 0.06 0.97 0.71 0.38
H 1.621536 -4.951340 5.133804 -0.20 0.13 0.09 0.18
H 0.444502 -6.285724 5.246810 0.01 0.09 -0.14 0.32
Cl 4.775754 -0.960823 3.478522 0.52 -0.12 0.01 -0.23
C 3.553231 -1.255470 2.212530 -0.35 1.76 0.98 0.43
C 3.545134 -2.601612 1.645044 -0.21 -0.70 -0.99 0.13
Cl 3.430940 -3.854515 2.865827 0.31 -0.70 0.43 -0.17
H 3.743741 -0.512199 1.438349 -0.18 -0.11 0.00 -0.14
H 2.634013 -0.996524 2.737981 -0.08 -0.17 -0.40 -0.13
H 4.403880 -2.739193 0.987987 0.08 -0.38 0.24 0.41
H 2.639694 -2.740675 1.054326 0.08 0.26 -0.25 -0.23
Cl -6.585995 2.559409 2.986176 0.03 -0.52 -0.32 -0.20
C -5.152068 1.492334 2.670401 0.13 1.16 1.00 -0.07
C -4.181103 1.682819 3.827595 0.56 0.03 -0.28 -0.01
Cl -4.838475 1.377220 5.444986 -0.09 -0.22 -0.02 -0.19
H -4.672749 1.976232 1.819402 -0.08 -0.60 -0.27 0.13
H -5.436165 0.449452 2.529728 -0.16 0.28 -0.15 0.21
H -3.774646 2.694156 3.836129 -0.30 0.03 0.00 0.35
H -3.324868 1.022388 3.690529 -0.12 -0.10 0.04 -0.23
```
Forces are in eV/Å.

## Properties
SMILES = O=S1(=O)CCCC1.O=S1(=O)CCCC1.O=S1(=O)CCCC1.ClCCCl.ClCCCl.ClCCCl.ClCCCl.ClCCCl.ClCCCl
Charge = 0
Frontier orbital gap = 10.415 eV
Relative energy (zero: lowest compared OMol25 entry of this formula, charge and spin) = 46.7 kJ/mol

***

# 2
# C12H4Cl8InN3STe4

A molecular structure, C12H4Cl8InN3STe4 (wB97M-V/def2-TZVPD, the OMol25 dataset).

XYZ file:
```
33
Properties=species:S:1:pos:R:3:forces:R:3:nbo_charge:R:1
In -0.841040 1.887432 0.343230 0.09 0.02 -0.02 0.80
Te 0.913186 3.958468 0.193157 -0.08 0.02 0.00 -0.20
Te -1.160154 5.722314 0.469682 0.07 -0.02 0.03 -0.06
Te -2.623614 4.795903 -1.582580 -0.04 -0.04 -0.03 0.00
Te -3.401014 2.452889 -0.440698 0.03 0.02 0.00 -0.27
N -1.784277 2.474416 3.706368 0.02 0.01 0.01 -0.63
C -1.411546 2.186280 2.655868 -0.04 -0.03 0.02 0.38
H -2.132676 2.735818 4.604855 -0.01 0.00 0.00 0.46
Cl -2.319856 -3.614738 0.213774 -0.01 0.00 0.00 0.08
C -3.442243 -2.284151 -0.110016 -0.03 -0.04 0.00 -0.22
Cl -5.115504 -2.842563 0.047872 0.02 0.00 0.00 0.08
Cl -3.165931 -1.624893 -1.721986 0.00 0.03 0.01 0.10
C -3.213809 -1.231937 0.884533 0.01 0.01 0.00 0.24
N -3.035990 -0.411747 1.665865 0.00 0.01 -0.01 -0.26
Cl -0.396857 0.564844 -2.542070 0.00 0.00 -0.01 0.07
C 0.076139 -0.539234 -1.287427 -0.02 0.01 0.02 -0.07
C -0.026700 -0.117245 0.031201 -0.05 0.00 -0.02 -0.48
C 0.401906 -1.003756 1.007303 0.01 0.02 0.01 0.03
Cl 0.378282 -0.503023 2.668421 -0.01 0.00 0.00 0.03
C 0.890333 -2.270562 0.700786 0.02 0.01 0.02 -0.13
Cl 1.415876 -3.338580 1.942835 0.00 0.00 -0.01 0.06
C 0.954408 -2.670294 -0.631402 0.01 -0.02 -0.02 -0.07
Cl 1.543758 -4.234115 -1.034162 -0.01 0.00 0.00 0.06
C 0.544596 -1.801802 -1.639085 0.00 0.01 0.00 -0.10
Cl 0.609469 -2.290654 -3.284373 0.01 0.00 0.00 0.06
S 3.608252 0.008319 -2.331163 -0.02 0.05 -0.01 0.44
C 3.760017 -0.528183 -0.714017 -0.01 -0.03 0.01 -0.46
C 3.273918 0.417191 0.129107 0.00 0.03 0.00 -0.06
N 2.789856 1.552768 -0.473606 -0.01 -0.08 -0.02 -0.45
C 2.905648 1.464249 -1.763606 0.02 0.02 0.02 -0.15
H 4.186150 -1.487994 -0.472328 -0.01 0.00 0.01 0.25
H 3.239323 0.334699 1.205869 0.01 0.01 0.00 0.22
H 2.580093 2.239867 -2.442218 -0.01 -0.01 -0.01 0.23
```
Forces are in eV/Å.

## Properties
Charge = 0
Frontier orbital gap = 7.220 eV
Relative energy (zero: lowest compared OMol25 entry of this formula, charge and spin) = 0.0 kJ/mol

***

Among the records above, which one has the highest relative energy (zero: lowest compared OMol25 entry of this formula, charge and spin)? C24H48Cl12O6S3

***

The lowest frontier orbital gap belongs to which entry? C12H4Cl8InN3STe4